[1]
A molecular structure, C32H63Mg2O21S7 at a distorted geometry, computed with wB97M-V/def2-TZVPD.

Calculated values
Highest occupied orbital energy (eV): -9.9
LUMO (eV): -2.552
E (a.u.): -6024.5080

The geometry in ORCA input format:
```
! RIJCOSX wB97M-V def2-TZVPD def2/J DEFGRID3
* xyz 1 1
Mg -2.10 4.07 1.34
Mg -0.38 -1.61 -3.27
C 1.31 -0.20 0.09
C 0.71 0.81 0.90
C -0.70 1.24 0.61
O -1.26 2.22 1.16
C -1.47 0.55 -0.34
C -0.96 -0.54 -1.05
C 0.55 -0.82 -0.93
O 1.06 -1.55 -1.83
O -1.61 -1.29 -1.84
O 1.52 1.30 1.73
H 2.32 -0.54 0.24
H -2.49 0.84 -0.55
O -1.11 4.94 -0.02
H -0.70 4.79 -0.85
C 2.61 -5.50 0.55
C 2.40 -4.00 0.72
C 1.90 -3.61 2.15
O 3.01 -2.91 2.72
C 3.98 -2.76 1.83
O 5.06 -2.29 2.04
O 3.66 -3.35 0.65
H 1.73 -6.08 0.28
H 3.30 -6.08 1.15
H 3.20 -5.47 -0.38
H 1.65 -3.62 0.03
H 1.62 -4.44 2.78
H 1.10 -2.87 2.01
C -5.33 -3.04 -0.28
C -5.27 -1.55 -0.66
C -5.98 -1.13 -1.96
O -6.85 -0.11 -1.59
C -6.94 0.00 -0.25
O -7.66 0.70 0.38
O -6.02 -0.81 0.32
H -6.29 -3.40 -0.66
H -5.42 -3.14 0.80
H -4.48 -3.62 -0.62
H -4.21 -1.28 -0.62
H -6.60 -1.92 -2.42
H -5.22 -0.82 -2.68
C 4.58 3.05 2.03
C 5.28 1.71 1.86
C 4.77 0.93 0.67
O 5.92 0.72 -0.14
C 6.98 1.39 0.39
O 8.03 1.49 -0.14
O 6.64 2.00 1.56
H 4.68 3.61 1.09
H 5.04 3.65 2.82
H 3.51 2.95 2.21
H 5.08 1.19 2.80
H 3.95 1.41 0.12
H 4.31 -0.02 0.94
C -4.59 2.20 -1.87
S -4.92 3.54 -0.67
O -3.77 3.49 0.32
C -4.53 4.88 -1.79
H -5.49 2.26 -2.49
H -4.49 1.25 -1.36
H -3.63 2.36 -2.36
H -5.20 5.73 -1.70
H -4.73 4.56 -2.82
H -3.49 5.18 -1.68
C 0.72 1.78 -5.53
S 0.10 1.76 -3.83
O -0.35 0.30 -3.65
C 1.68 1.69 -2.95
H 0.77 0.76 -5.91
H 1.74 2.15 -5.56
H 0.07 2.39 -6.16
H 2.39 2.36 -3.43
H 2.10 0.69 -2.96
H 1.50 2.00 -1.92
C 2.89 0.05 5.50
S 1.51 -1.14 5.59
O 0.84 -0.89 6.94
C 0.58 -0.49 4.20
H 3.77 -0.26 6.05
H 2.41 0.88 6.05
H 3.10 0.47 4.51
H -0.33 -1.08 4.22
H 1.18 -0.76 3.33
H 0.38 0.58 4.18
C -2.35 1.35 4.14
S -3.78 2.43 3.77
O -3.21 3.42 2.79
C -4.88 1.31 2.90
H -2.52 0.63 4.94
H -1.50 2.00 3.99
H -2.36 0.69 3.27
H -5.22 0.52 3.57
H -4.23 0.85 2.14
H -5.75 1.76 2.43
C 0.41 6.35 4.00
S 0.34 4.64 3.37
O -1.05 4.56 2.74
C 1.52 4.75 1.96
H 0.20 7.02 3.16
H 1.43 6.52 4.34
H -0.32 6.54 4.78
H 2.39 5.32 2.33
H 1.11 5.43 1.21
H 1.86 3.79 1.60
C 2.68 -3.67 -5.57
S 2.61 -1.96 -5.06
O 1.21 -1.75 -4.54
C 3.60 -2.12 -3.53
H 2.86 -4.32 -4.71
H 3.58 -3.70 -6.20
H 1.80 -3.96 -6.14
H 3.36 -1.31 -2.85
H 4.67 -2.29 -3.66
H 3.24 -3.06 -3.10
C 0.11 -5.99 -3.88
S 0.00 -4.85 -2.50
O -0.26 -3.48 -3.05
C -1.49 -5.50 -1.69
H 1.02 -5.82 -4.46
H -0.77 -5.99 -4.53
H 0.34 -6.98 -3.49
H -2.23 -4.71 -1.61
H -1.19 -5.95 -0.74
H -1.85 -6.36 -2.26
*
```

Mulliken atomic charge list, values in e, 4 entries: 1.10, 1.37, -0.39, 0.86



[2]
2 unconnected molecules or ions with the total composition CH4FNP2 at a distorted geometry, computed with wB97M-V/def2-TZVPD.

Calculated values
Highest occupied orbital energy (spin up / spin down) (eV): -7.4 / -7.4
LUMO (spin up / spin down) (eV): -0.960 / -0.979
Energy relative to the best compared isomer or geometry (same formula, charge and spin) (kcal per mole): 35.45
E (a.u.): -877.7747

The geometry in ORCA input format:
```
! RIJCOSX wB97M-V def2-TZVPD def2/J DEFGRID3
* xyz 0 1
C -0.11 -0.87 1.45
N -0.14 -0.30 -1.11
F 0.49 2.72 -1.97
P 0.14 -0.86 -2.49
P -0.47 0.48 0.23
H 0.86 -1.31 1.25
H -0.88 -1.65 1.40
H -0.12 -0.44 2.45
H 0.23 2.24 -1.21
*
```

Mulliken atomic charge list, values in e, 4 entries: -0.85, 0.19, -0.41, -0.06



[3]
2 unconnected molecules or ions with the total composition C3H4O2 at a distorted geometry, computed with wB97M-V/def2-TZVPD.

Calculated values
Highest occupied orbital energy (eV): -10.0
LUMO (eV): 0.998
Energy relative to the best compared isomer or geometry (same formula, charge and spin) (kcal per mole): 27.74
E (a.u.): -267.1486

The geometry in ORCA input format:
```
! RIJCOSX wB97M-V def2-TZVPD def2/J DEFGRID3
* xyz 0 1
C 3.23 0.16 0.11
C -0.24 0.49 0.09
C -1.55 -0.26 0.14
O 0.50 0.75 0.99
O 3.22 0.01 -0.98
H 0.23 0.64 -0.97
H -1.88 -0.49 1.25
H -1.15 -1.28 -0.13
H -2.36 -0.02 -0.50
*
```

Mulliken atomic charge list, values in e, 4 entries: 0.10, 0.21, -0.87, -0.43



- The lowest E belongs to which entry?
  C32H63Mg2O21S7